1.
This record from the Open Molecules 2025 dataset describes a molecular structure, C46H55HfN3O6SSe. The level of theory is ωB97M-V/def2-TZVPD.

- 2S+1 = 1
- frontier orbital gap (Ha) = 0.1876
- charge = -2

Positions of all 113 atoms, in Å:
Hf: 2.27012 -0.86302 0.22001
C: -4.98640 -2.92616 2.19400
C: -4.37994 -1.88890 3.13993
C: -5.32203 -0.67722 3.18398
C: -4.29647 -2.51160 4.54084
C: -2.99294 -1.44386 2.68158
C: -2.35923 -1.94897 1.55576
C: -1.11281 -1.48114 1.17961
Se: -0.20820 -2.30055 -0.30249
C: -0.80968 -1.16715 -1.73228
C: -2.04015 -1.40772 -2.31738
C: -2.50212 -0.60852 -3.35297
C: -1.64380 0.40284 -3.78122
C: -0.39049 0.66946 -3.24705
C: 0.05784 -0.11899 -2.13864
O: 1.16709 0.09569 -1.51006
C: 0.40422 1.81366 -3.90938
C: 0.54171 1.52070 -5.41303
C: 1.82446 2.03232 -3.37530
C: -0.37292 3.12971 -3.74221
C: -3.86430 -0.79290 -4.01769
C: -4.65029 -1.94824 -3.39684
C: -3.68314 -1.08789 -5.51364
C: -4.69708 0.48746 -3.85666
C: -0.41659 -0.47355 1.88766
O: 0.70753 -0.00429 1.42571
C: -1.02184 -0.01144 3.09313
C: -2.27981 -0.50294 3.42084
C: -0.36245 0.91112 4.13835
C: -0.09264 0.07190 5.39901
C: 0.97304 1.54111 3.73388
C: -1.30992 2.07171 4.48557
H: -5.98022 -3.21159 2.54919
H: -5.08810 -2.52827 1.18256
H: -4.37259 -3.82710 2.14552
H: -6.32091 -0.97488 3.51872
H: -4.94789 0.08780 3.86580
H: -5.40650 -0.22759 2.19280
H: -5.28662 -2.83213 4.88030
H: -3.63330 -3.37821 4.53132
H: -3.90221 -1.80044 5.26771
H: -2.81294 -2.72154 0.94864
H: -2.62875 -2.23197 -1.93520
H: -1.97688 1.02895 -4.60354
H: 1.08124 0.58619 -5.55879
H: -0.42717 1.44226 -5.91002
H: 1.10793 2.32124 -5.89880
H: 2.43669 1.13905 -3.48240
H: 2.28665 2.84017 -3.95372
H: 1.82971 2.30468 -2.32364
H: -1.35458 3.08142 -4.21844
H: -0.52964 3.35135 -2.68570
H: 0.18494 3.95746 -4.19028
H: -4.11923 -2.89542 -3.50616
H: -4.82982 -1.77922 -2.33349
H: -5.61908 -2.04305 -3.89476
H: -3.10313 -2.00234 -5.65077
H: -4.65354 -1.21300 -6.00472
H: -3.15046 -0.27795 -6.01387
H: -4.84827 0.70842 -2.79842
H: -4.19518 1.34470 -4.30744
H: -5.67626 0.37560 -4.33334
H: -2.72942 -0.14514 4.34112
H: 0.61088 -0.73238 5.17414
H: 0.34721 0.69768 6.18192
H: -1.01096 -0.37269 5.78908
H: 1.72160 0.78614 3.51986
H: 0.86878 2.17724 2.85914
H: 1.32711 2.15632 4.56835
H: -2.25590 1.73361 4.91133
H: -0.83256 2.73056 5.21638
H: -1.53513 2.65806 3.59103
C: 0.38047 2.76643 0.21628
C: 1.84797 2.66886 0.42557
N: 2.59192 1.58394 0.35708
C: 3.88547 1.97079 0.52895
C: 3.94835 3.32008 0.72285
N: 2.64191 3.74358 0.65065
C: 5.05840 4.26353 0.94564
O: 6.25953 3.73368 1.03915
O: 4.83958 5.45498 1.07486
C: 4.91515 0.90174 0.44486
O: 6.11814 1.21032 0.54310
O: 4.43128 -0.24299 0.22527
H: -0.01123 1.77413 0.01417
H: 0.17477 3.42152 -0.63197
H: -0.11532 3.17368 1.09939
H: 2.36411 4.70730 0.73767
H: 6.23941 2.71164 0.93954
N: 2.48554 -2.13689 1.67245
C: 2.75490 -2.28991 2.97213
C: 3.40043 -1.27109 3.73565
C: 3.64503 -1.40259 5.08890
C: 3.27990 -2.55568 5.78135
C: 2.67518 -3.58477 5.05983
C: 2.42885 -3.46770 3.70546
H: 3.70985 -0.37612 3.20418
H: 4.13125 -0.58963 5.62083
H: 3.46911 -2.65264 6.84373
H: 2.38924 -4.49912 5.57279
H: 1.95317 -4.27473 3.15972
S: 2.98256 -2.60738 -1.67593
C: 3.41211 -1.62057 -3.07511
C: 2.77942 -1.81218 -4.30815
C: 3.17067 -1.09947 -5.43244
C: 4.17980 -0.14862 -5.35221
C: 4.79891 0.06975 -4.12705
C: 4.42939 -0.66168 -3.00794
H: 1.97539 -2.53634 -4.37013
H: 2.67528 -1.27824 -6.38072
H: 4.47262 0.41847 -6.22799
H: 5.58200 0.81438 -4.03834
H: 4.92328 -0.49710 -2.05850


2.
This record from the Open Molecules 2025 dataset describes a molecular structure, C46H55N10S3SiTi at a distorted geometry. The level of theory is ωB97M-V/def2-TZVPD.

- 2S+1 = 3
- <S²> = 2.030
- frontier orbital gap (alpha / beta) (Ha) = 0.1924 / 0.2606
- charge = +1

Positions of all 116 atoms, in Å:
Ti: 0.10706 -0.10432 0.26211
S: -2.24967 -2.11821 5.16860
C: -2.98226 -3.06834 6.39525
C: -2.97224 -4.38619 6.07607
C: -2.36803 -4.64336 4.81923
C: -1.92038 -3.51805 4.18548
C: -1.28879 -3.39164 2.87389
C: -1.01675 -2.12752 2.35246
N: -0.50431 -1.89567 1.14970
C: -0.26606 -2.98294 0.35913
C: -0.48115 -4.31183 0.80004
C: -0.22740 -5.37080 -0.12762
C: 0.13404 -5.10581 -1.40368
C: 0.28074 -3.76135 -1.88066
C: 0.54292 -3.44413 -3.20673
C: 0.55032 -2.09358 -3.60304
C: 0.31567 -1.11745 -2.64578
N: 0.14054 -1.36733 -1.32680
C: 0.09892 -2.70298 -0.96349
C: 0.84020 -1.74280 -4.99132
C: 1.43510 -2.52564 -5.94339
C: 1.64109 -1.85867 -7.17630
C: 1.18986 -0.57853 -7.15930
S: 0.51744 -0.16565 -5.63709
C: -0.98221 -4.50393 2.07999
H: -3.37511 -2.58717 7.27590
H: -3.38736 -5.15497 6.71108
H: -2.27881 -5.63656 4.40307
H: -1.26055 -1.25859 2.94594
H: -0.36483 -6.39072 0.21001
H: 0.28742 -5.91530 -2.10659
H: 0.67226 -4.23669 -3.93083
H: 0.26322 -0.07731 -2.94357
H: 1.73299 -3.55051 -5.77648
H: 2.11390 -2.31595 -8.03293
H: 1.21866 0.15308 -7.95042
H: -1.16304 -5.50938 2.43753
C: -3.06030 -1.20322 -1.01981
N: -3.66112 -0.14515 -0.24711
C: -4.86178 0.45160 -0.79331
C: -5.19951 1.50775 0.24423
N: -3.95618 1.67299 0.99668
C: -4.15393 2.27946 2.30903
C: -3.04674 0.69487 0.63718
N: -1.81447 0.55660 1.06159
C: -1.44326 1.40708 2.19695
C: -0.14710 1.05009 2.96270
N: 0.79732 0.18222 2.26882
C: 1.93969 -0.07157 2.84363
N: 2.41189 0.29732 4.07458
C: 1.97067 1.28213 5.04678
C: 3.83599 -0.00480 4.18191
C: 4.06673 -1.01699 3.07228
N: 2.90133 -0.82410 2.23341
C: 2.71402 -1.73161 1.12951
H: -3.86925 -1.79948 -1.44231
H: -2.46108 -1.83614 -0.37462
H: -2.45271 -0.81041 -1.83469
H: -5.64244 -0.30281 -0.89221
H: -4.66626 0.88619 -1.78046
H: -6.00421 1.17288 0.90603
H: -5.49189 2.45900 -0.20040
H: -5.08761 2.83610 2.26755
H: -3.37398 2.99290 2.55879
H: -4.24935 1.53026 3.10068
H: -2.22198 1.35703 2.95297
H: -1.37073 2.44401 1.85367
H: -0.44406 0.57221 3.90342
H: 0.33012 2.00292 3.20197
H: 0.89939 1.41742 5.06526
H: 2.44852 2.25061 4.86581
H: 2.27936 0.92476 6.03004
H: 4.06115 -0.39393 5.17448
H: 4.41822 0.90964 4.02656
H: 4.10918 -2.04319 3.45420
H: 4.97842 -0.82165 2.50479
H: 3.65979 -1.82890 0.59652
H: 1.96707 -1.32122 0.45312
H: 2.39953 -2.72481 1.47158
C: 1.85241 2.12811 -3.15815
Si: 2.67870 1.12814 -1.76867
C: 4.26246 2.12951 -1.45782
C: 3.32032 -0.57655 -2.31595
N: 1.59580 1.03367 -0.39640
C: 1.85336 2.07466 0.53281
C: 0.94671 3.12453 0.72386
C: 1.20132 4.14502 1.63323
C: 2.36974 4.15693 2.37493
C: 3.30197 3.14342 2.17435
C: 3.05258 2.13171 1.26639
H: 2.33465 1.94322 -4.11976
H: 1.94582 3.19522 -2.93733
H: 0.78954 1.91656 -3.27110
H: 4.71070 2.39337 -2.41902
H: 5.01229 1.57351 -0.89116
H: 4.06177 3.05765 -0.92116
H: 3.27387 -0.67528 -3.40367
H: 2.77652 -1.41660 -1.88635
H: 4.36969 -0.68165 -2.03091
H: 0.05213 3.14245 0.11683
H: 0.48803 4.95354 1.74798
H: 2.57330 4.96433 3.06668
H: 4.24080 3.16469 2.71650
H: 3.79186 1.36283 1.09096
S: -1.52678 2.04688 -1.64415
C: -1.85520 2.78246 -3.12121
N: -1.68873 4.13624 -3.23557
C: -1.93944 4.84322 -4.36401
C: -2.39313 4.21590 -5.47834
C: -2.58028 2.81746 -5.43267
C: -2.31338 2.12244 -4.28562
H: -1.34438 4.60305 -2.40815
H: -1.75128 5.90603 -4.32318
H: -2.59626 4.77537 -6.37830
H: -2.93342 2.29706 -6.31300
H: -2.43594 1.04965 -4.24410


3.
This record from the Open Molecules 2025 dataset describes a molecular structure, C46H56AlBO4P at a distorted geometry. The level of theory is ωB97M-V/def2-TZVPD.

- 2S+1 = 1
- frontier orbital gap (Ha) = 0.2011
- charge = -1

Positions of all 109 atoms, in Å:
C: 1.45985 -0.52992 -1.80225
P: 0.37318 -1.11772 -3.18917
C: -1.13400 -1.93575 -2.45155
Al: 1.48615 -2.49854 -4.72754
C: 2.28524 -1.29856 -6.19981
O: 1.43376 -0.19642 -6.54481
O: 0.12084 -0.71013 -6.71073
C: 2.95582 -3.68804 -3.93239
B: 2.92437 -5.05016 -4.64474
O: 1.72886 -5.78028 -4.71113
O: 4.05162 -5.58014 -5.24402
H: 1.72872 -1.27805 -1.05786
H: 2.35287 -0.06307 -2.18073
H: 0.92807 0.25254 -1.27347
H: -1.15819 -2.97288 -2.74722
H: -2.00103 -1.44969 -2.86899
H: -1.18862 -1.83961 -1.37341
H: 0.34015 -3.42636 -5.43088
H: 3.21280 -0.87881 -5.83847
H: 2.46067 -1.88126 -7.10680
H: 0.23004 -1.46585 -7.30415
H: 3.90685 -3.19458 -4.10321
H: 2.75892 -3.80051 -2.87286
H: 1.21356 -5.46542 -5.47087
H: 3.75147 -6.19560 -5.93197
C: -3.45454 -1.71396 2.47368
C: -2.57116 -2.56252 1.82004
C: -2.96199 -3.20836 0.65589
C: -4.23024 -2.99587 0.13666
C: -5.11245 -2.14451 0.78704
C: -4.72683 -1.50690 1.95851
H: -3.14991 -1.21147 3.38296
H: -1.57593 -2.72093 2.21637
H: -2.27471 -3.87143 0.14690
H: -4.52905 -3.49357 -0.77731
H: -6.10188 -1.97598 0.38048
H: -5.41633 -0.84508 2.46763
C: 2.81538 0.58562 1.61399
C: 4.16112 0.87109 1.79581
C: 4.57742 2.18778 1.94051
C: 3.64574 3.21624 1.91187
C: 2.29999 2.92926 1.72992
C: 1.88503 1.61479 1.57796
H: 2.48862 -0.43878 1.49408
H: 4.88596 0.06771 1.82122
H: 5.62776 2.41250 2.07660
H: 3.96881 4.24353 2.03117
H: 1.57168 3.73107 1.70614
H: 0.83606 1.39218 1.43008
C: 0.39246 -5.96718 4.53872
C: 1.56131 -5.25531 4.76942
C: 2.11728 -4.48616 3.75679
C: 1.50078 -4.42336 2.51498
C: 0.33108 -5.13364 2.28580
C: -0.22204 -5.90766 3.29585
H: -0.04016 -6.56849 5.32814
H: 2.03947 -5.29987 5.73967
H: 3.03146 -3.93479 3.93509
H: 1.93102 -3.82125 1.72512
H: -0.14966 -5.08255 1.31730
H: -1.13307 -6.46311 3.11427
C: 3.16272 6.66864 -0.09816
C: 4.50731 6.95838 0.08389
C: 4.91972 8.27508 0.23211
C: 3.98617 9.30153 0.20506
C: 2.64103 9.01128 0.02575
C: 2.22944 7.69506 -0.12889
H: 2.84174 5.64123 -0.21611
H: 5.23392 6.15638 0.10949
H: 5.96934 8.50146 0.36874
H: 4.30745 10.32841 0.32391
H: 1.91274 9.81184 0.00593
H: 1.18101 7.46825 -0.27313
C: 3.12031 3.52077 5.26183
C: 2.35567 4.64205 4.97380
C: 2.18918 5.63513 5.92898
C: 2.79333 5.51106 7.17227
C: 3.56021 4.39131 7.46085
C: 3.72064 3.39546 6.50723
H: 3.24854 2.74634 4.51853
H: 1.88916 4.74131 4.00281
H: 1.58823 6.50693 5.70385
H: 2.66640 6.28747 7.91601
H: 4.03303 4.29453 8.43004
H: 4.31554 2.51992 6.73384
C: -3.54639 3.69546 -0.08531
C: -3.83469 2.43095 0.40929
C: -2.88893 1.41890 0.32242
C: -1.65235 1.67474 -0.25323
C: -1.36250 2.93815 -0.74713
C: -2.31079 3.94837 -0.66559
H: -4.28594 4.48392 -0.02117
H: -4.79865 2.23293 0.86146
H: -3.11561 0.42962 0.70102
H: -0.91518 0.88536 -0.32344
H: -0.39803 3.13214 -1.19925
H: -2.08787 4.93294 -1.05716
C: -6.30903 -4.22850 -4.85860
C: -7.41268 -5.03833 -5.08689
C: -8.38723 -5.17825 -4.10845
C: -8.26127 -4.50253 -2.90310
C: -7.15906 -3.69034 -2.67698
C: -6.18112 -3.55494 -3.65244
H: -5.54723 -4.12188 -5.61945
H: -7.51277 -5.56226 -6.02876
H: -9.24487 -5.81490 -4.28514
H: -9.02178 -4.60920 -2.14006
H: -7.06033 -3.16129 -1.73745
H: -5.31894 -2.92510 -3.47354


4.
This record from the Open Molecules 2025 dataset describes a molecular structure, C46H57BKN8O2PS4 at a distorted geometry. The level of theory is ωB97M-V/def2-TZVPD.

- 2S+1 = 1
- frontier orbital gap (Ha) = 0.1888
- charge = -2

Positions of all 120 atoms, in Å:
K: 0.43792 0.03302 1.41788
C: 3.20595 -2.91814 -4.40948
C: 2.21388 -1.93973 -5.05837
C: 2.02398 -2.27153 -6.54188
C: 2.81341 -0.54274 -4.93073
N: 0.89954 -2.11336 -4.38102
C: 0.40584 -3.41167 -4.20805
C: -0.62212 -3.34464 -3.35609
N: -0.81776 -2.02312 -3.01171
B: -1.60878 -1.52904 -1.76252
N: -2.92267 -0.83941 -2.25377
C: -3.32801 -0.80127 -3.57200
C: -4.31463 0.09316 -3.68867
N: -4.52121 0.65933 -2.42759
C: -3.63840 0.08275 -1.53364
S: -3.49448 0.29946 0.13315
C: -5.59299 1.67409 -2.26271
C: -6.93587 0.93569 -2.27612
C: -5.50344 2.64798 -3.45416
C: -5.50083 2.49632 -0.98414
N: -2.01458 -2.73956 -0.85380
C: -3.30846 -2.96194 -0.41740
C: -3.25860 -3.65569 0.72520
N: -1.91347 -3.86023 1.04110
C: -1.14895 -3.33943 0.02649
S: 0.50476 -3.51209 -0.26558
C: -1.55254 -4.46629 2.36029
C: -1.87750 -5.96075 2.27473
C: -0.09462 -4.28702 2.77839
C: -2.40087 -3.78099 3.44017
C: 0.09586 -1.24487 -3.67342
S: 0.06748 0.44643 -3.66879
H: 4.21819 -2.68037 -4.74366
H: 2.99647 -3.95775 -4.67004
H: 3.16873 -2.81252 -3.32398
H: 2.98777 -2.23264 -7.05682
H: 1.34920 -1.54583 -7.00127
H: 1.60225 -3.27084 -6.67386
H: 3.76198 -0.54302 -5.47670
H: 3.00804 -0.30136 -3.88432
H: 2.16015 0.22001 -5.34091
H: 0.86089 -4.26793 -4.67161
H: -1.23288 -4.13184 -2.94960
H: -0.94123 -0.76276 -1.11570
H: -2.88564 -1.43620 -4.32041
H: -4.87703 0.38469 -4.55656
H: -7.01434 0.29446 -3.15766
H: -7.76343 1.65085 -2.28633
H: -7.01849 0.31274 -1.38282
H: -5.97883 2.24924 -4.35342
H: -4.45780 2.86355 -3.68293
H: -6.00091 3.58436 -3.19672
H: -5.57440 1.87760 -0.09718
H: -6.32022 3.22182 -0.99612
H: -4.55814 3.03150 -0.92628
H: -4.16033 -2.58822 -0.95724
H: -4.05972 -3.99320 1.35589
H: -1.25132 -6.43071 1.51241
H: -2.92733 -6.12484 2.01344
H: -1.67936 -6.44051 3.23691
H: 0.59442 -4.72533 2.06518
H: 0.02520 -4.78388 3.74566
H: 0.16489 -3.23650 2.92772
H: -3.46412 -4.01869 3.36097
H: -2.26745 -2.69810 3.38414
H: -2.05146 -4.10753 4.42100
O: 0.97793 -1.55711 4.36320
C: 0.62116 -0.38334 4.15566
O: -0.35902 -0.00953 3.44360
C: 1.37654 0.75950 4.82472
C: 0.98443 1.14886 6.10058
C: 1.54189 2.25616 6.73276
C: 2.51403 2.98722 6.06196
C: 2.93218 2.59379 4.79645
C: 2.38917 1.47001 4.14604
S: 3.00989 0.96588 2.58392
H: 0.21744 0.57035 6.60720
H: 1.21511 2.54408 7.72566
H: 2.95090 3.86768 6.52552
H: 3.70507 3.15245 4.28124
N: 4.00640 1.64304 -1.46058
C: 4.23547 0.45628 -0.76928
C: 5.34406 0.30839 0.07016
C: 5.53469 -0.90413 0.69255
C: 4.64096 -1.94303 0.45793
C: 3.57957 -1.70067 -0.39252
N: 3.37318 -0.52830 -1.00086
H: 4.26545 2.47844 -0.95808
H: 3.06448 1.68371 -1.82374
H: 5.99666 1.15227 0.25496
H: 6.35832 -1.03690 1.38254
H: 4.74144 -2.90010 0.95211
H: 2.83767 -2.46658 -0.58910
C: 0.23094 3.33835 -1.50633
P: 0.20097 3.50511 0.32500
C: -1.11192 4.77660 0.53009
C: -1.95974 5.20572 -0.48450
C: -2.92665 6.17813 -0.24204
C: -3.06286 6.72893 1.02157
C: -2.23338 6.29297 2.05001
C: -1.27408 5.32474 1.80634
C: 1.64892 4.65135 0.49556
C: 1.61924 5.96958 0.03102
C: 2.74744 6.77468 0.10936
C: 3.92444 6.27422 0.65585
C: 3.95683 4.97233 1.13411
C: 2.82481 4.16458 1.05912
H: -0.61320 2.73513 -1.84749
H: 1.12898 2.78792 -1.78208
H: 0.24236 4.30978 -2.00701
H: -1.86858 4.78844 -1.48041
H: -3.57613 6.50148 -1.04832
H: -3.81306 7.48848 1.20915
H: -2.33963 6.70970 3.04490
H: -0.63202 4.98090 2.61140
H: 0.70712 6.37289 -0.39481
H: 2.70768 7.79706 -0.25095
H: 4.80739 6.90213 0.71328
H: 4.85935 4.57460 1.58724
H: 2.85640 3.15604 1.47661


Number 1: E -5249.60151 Ha. Number 2: E -4666.93087 Ha. Number 3: E -2696.05487 Ha. Number 4: E -4934.79383 Ha.